Entry from the OMol25 dataset: C27H34BCl4N6O2PtS3 as an isolated structure (ωB97M-V/def2-TZVPD).

The total charge is -1. The value obtained for the strongest force on any atom is 0.0212 hartree/bohr. Its HOMO energy is -3.2 eV. As for the spin multiplicity: 1. For the frontier orbital gap, the calculation gives 5.34 eV.

Cartesian coordinates (Å):
Pt: 0.463 1.465 -0.202
C: 4.978 1.413 2.357
C: 5.346 0.231 1.458
C: 5.917 0.689 0.117
C: 6.416 -0.593 2.173
N: 4.146 -0.622 1.232
C: 4.031 -1.939 1.659
C: 2.818 -2.368 1.281
N: 2.166 -1.343 0.612
B: 0.724 -1.670 0.106
N: -0.443 -1.191 1.044
C: -1.602 -1.933 1.051
C: -2.455 -1.388 1.935
N: -1.817 -0.286 2.486
C: -0.596 -0.174 1.915
S: 0.595 1.067 2.195
C: -2.405 0.591 3.544
C: -2.545 2.022 3.035
C: -3.802 0.076 3.888
C: -1.532 0.508 4.795
N: 0.350 -1.540 -1.438
C: -0.180 -2.702 -1.974
C: -0.574 -2.473 -3.234
N: -0.294 -1.146 -3.505
C: 0.280 -0.588 -2.409
S: 0.844 1.060 -2.406
C: -0.638 -0.479 -4.794
C: 0.623 0.046 -5.480
C: -1.665 0.627 -4.534
C: -1.280 -1.505 -5.729
C: 2.987 -0.277 0.601
S: 2.677 1.270 -0.060
H: 5.876 1.999 2.564
H: 4.566 1.052 3.300
H: 4.238 2.056 1.888
H: 6.820 1.275 0.294
H: 5.208 1.304 -0.433
H: 6.174 -0.175 -0.498
H: 7.285 0.047 2.323
H: 6.730 -1.455 1.581
H: 6.079 -0.934 3.153
H: 4.800 -2.456 2.197
H: 2.355 -3.326 1.428
H: 0.695 -2.867 0.247
H: -1.744 -2.772 0.396
H: -3.462 -1.665 2.172
H: -3.217 2.050 2.177
H: -1.592 2.445 2.728
H: -2.969 2.640 3.829
H: -4.453 0.067 3.013
H: -4.237 0.760 4.616
H: -3.775 -0.922 4.332
H: -0.535 0.900 4.607
H: -1.448 -0.528 5.132
H: -1.994 1.096 5.591
H: -0.252 -3.606 -1.400
H: -1.054 -3.133 -3.927
H: 1.103 0.829 -4.900
H: 0.350 0.455 -6.455
H: 1.338 -0.766 -5.630
H: -1.257 1.412 -3.904
H: -2.541 0.213 -4.032
H: -1.971 1.059 -5.489
H: -0.599 -2.326 -5.964
H: -1.527 -0.996 -6.660
H: -2.204 -1.909 -5.314
Cl: -6.317 3.542 0.276
C: -4.940 2.550 -0.110
C: -5.110 1.249 -0.521
Cl: -6.702 0.559 -0.656
C: -3.975 0.469 -0.822
Cl: -4.159 -1.187 -1.355
C: -2.672 0.954 -0.700
O: -1.619 0.264 -0.923
C: -2.495 2.331 -0.272
O: -1.296 2.801 -0.151
C: -3.635 3.077 0.007
Cl: -3.401 4.718 0.545

---

Entry from the OMol25 dataset: C39H73CrGeN5O6P3 as an isolated structure (ωB97M-V/def2-TZVPD).

The total charge is -1. Its expectation value of S² is 6.02. The value obtained for the strongest force on any atom is 0.0105 hartree/bohr. Its HOMO energy (alpha / beta) is -4.4 / -4.7 eV. As for the spin multiplicity: 5. For the frontier orbital gap (alpha / beta), the calculation gives 6.85 / 7.13 eV.

Cartesian coordinates (Å):
Cr: -0.185 -0.388 0.793
C: 0.928 -2.942 5.896
N: 0.902 -1.777 5.031
C: 1.506 -0.597 5.612
P: -0.302 -1.628 3.861
O: 0.177 -0.576 2.881
O: -0.558 -3.003 3.323
P: -3.288 -1.810 1.779
O: -2.074 -1.267 0.865
N: -3.870 -3.202 0.967
C: -3.201 -4.414 1.421
C: -4.021 -3.177 -0.477
N: -4.577 -0.709 1.252
C: -5.937 -1.156 1.521
C: -4.367 0.624 1.813
N: -1.683 -1.011 4.570
C: -1.763 0.402 4.902
C: -2.449 -1.874 5.443
H: 1.964 -3.235 6.101
H: 0.428 -3.776 5.409
H: 0.442 -2.751 6.865
H: 2.571 -0.772 5.807
H: 1.039 -0.314 6.568
H: 1.423 0.238 4.922
H: -2.933 -4.323 2.475
H: -2.274 -4.613 0.862
H: -3.852 -5.285 1.294
H: -4.595 -2.305 -0.792
H: -4.550 -4.075 -0.816
H: -3.053 -3.145 -0.987
H: -6.053 -2.204 1.257
H: -6.650 -0.566 0.935
H: -6.210 -1.038 2.583
H: -3.308 0.872 1.852
H: -4.769 0.704 2.836
H: -4.866 1.386 1.206
H: -1.212 0.990 4.170
H: -1.368 0.624 5.905
H: -2.811 0.721 4.881
H: -2.320 -2.912 5.137
H: -3.515 -1.634 5.363
H: -2.154 -1.770 6.498
O: -1.270 1.439 0.594
H: -1.968 1.155 -0.051
H: -0.653 1.987 0.089
O: -2.981 0.200 -1.109
H: -2.689 -0.516 -0.476
H: -3.933 0.244 -0.952
O: 0.384 -2.459 0.852
H: 0.087 -2.739 1.762
H: -0.336 -2.767 0.282
C: 0.047 -0.597 -1.284
Ge: -0.591 -0.242 -3.075
C: 0.836 -0.890 -4.312
C: 2.007 -0.157 -4.542
C: 3.054 -0.660 -5.308
C: 2.959 -1.928 -5.866
C: 1.807 -2.676 -5.657
C: 0.764 -2.160 -4.893
C: -2.155 -1.250 -3.720
C: -3.085 -0.666 -4.583
C: -4.130 -1.410 -5.122
C: -4.259 -2.759 -4.813
C: -3.342 -3.357 -3.959
C: -2.304 -2.604 -3.419
C: -0.951 1.625 -3.633
C: -0.316 2.178 -4.750
C: -0.573 3.484 -5.161
C: -1.485 4.267 -4.469
C: -2.145 3.731 -3.371
C: -1.880 2.428 -2.960
H: 0.956 -1.197 -1.417
H: 2.119 0.830 -4.108
H: 3.945 -0.062 -5.462
H: 3.775 -2.331 -6.454
H: 1.718 -3.666 -6.090
H: -0.126 -2.763 -4.764
H: -2.995 0.385 -4.837
H: -4.844 -0.936 -5.785
H: -5.071 -3.340 -5.233
H: -3.438 -4.407 -3.707
H: -1.600 -3.080 -2.743
H: 0.374 1.581 -5.330
H: -0.060 3.886 -6.027
H: -1.687 5.283 -4.788
H: -2.874 4.326 -2.832
H: -2.408 2.024 -2.106
C: 3.864 0.338 -1.584
C: 4.120 0.498 -0.080
C: 4.034 -0.926 0.506
C: 5.531 1.060 0.114
P: 2.672 1.508 0.612
N: 1.414 0.648 0.685
C: 2.422 3.030 -0.504
C: 1.631 2.571 -1.750
C: 3.672 3.794 -0.950
C: 1.508 4.006 0.259
C: 3.173 2.110 2.339
C: 4.215 3.227 2.422
C: 3.687 0.878 3.105
C: 1.898 2.549 3.083
H: 4.572 -0.393 -1.987
H: 3.999 1.268 -2.137
H: 2.855 -0.035 -1.762
H: 4.517 -1.624 -0.186
H: 2.992 -1.231 0.625
H: 4.534 -1.017 1.469
H: 6.237 0.427 -0.436
H: 5.842 1.055 1.159
H: 5.638 2.075 -0.269
H: 2.274 2.397 -2.614
H: 0.912 3.343 -2.050
H: 1.086 1.642 -1.565
H: 4.287 3.209 -1.635
H: 4.298 4.111 -0.117
H: 3.357 4.696 -1.488
H: 0.680 3.495 0.756
H: 1.088 4.727 -0.450
H: 2.056 4.572 1.012
H: 5.130 3.002 1.874
H: 4.489 3.370 3.475
H: 3.826 4.180 2.061
H: 4.683 0.573 2.786
H: 3.001 0.035 2.995
H: 3.744 1.129 4.170
H: 1.560 3.543 2.797
H: 2.117 2.577 4.156
H: 1.088 1.836 2.911

---

Entry from the OMol25 dataset: a 7-piece molecular cluster, C28H52O11 overall (ωB97M-V/def2-TZVPD).

The value obtained for the strongest force on any atom is 0.0927 hartree/bohr. Its HOMO energy is -9.1 eV. As for the spin multiplicity: 1. For the frontier orbital gap, the calculation gives 9.45 eV.

Cartesian coordinates (Å):
C: 4.300 -0.263 -2.883
C: 2.793 -0.218 -2.629
C: 2.483 1.138 -2.208
O: 3.616 1.620 -1.591
C: 4.781 0.839 -1.951
H: 4.358 0.196 -3.870
H: 4.878 -1.186 -2.836
H: 2.518 -1.000 -1.922
H: 2.333 -0.353 -3.608
H: 1.550 1.091 -1.645
H: 2.300 1.703 -3.121
H: 4.951 0.345 -0.994
H: 5.481 1.559 -2.375
C: 3.321 4.853 2.628
C: 2.247 4.010 2.022
C: 2.754 3.870 0.661
O: 3.446 5.036 0.455
C: 3.984 5.696 1.582
H: 4.082 4.280 3.156
H: 2.947 5.568 3.361
H: 1.267 4.484 1.968
H: 2.105 3.078 2.569
H: 1.893 3.767 0.001
H: 3.511 3.092 0.560
H: 3.579 6.703 1.681
H: 5.071 5.620 1.562
C: -5.191 1.064 3.395
C: -5.863 2.250 2.871
C: -5.929 2.046 1.397
O: -4.855 1.130 1.082
C: -4.724 0.290 2.229
H: -5.885 0.644 4.122
H: -4.345 1.403 3.993
H: -5.322 3.180 3.047
H: -6.820 2.430 3.361
H: -5.976 2.925 0.755
H: -6.920 1.740 1.061
H: -3.730 -0.155 2.271
H: -5.323 -0.620 2.201
C: -5.188 -2.894 -0.963
C: -5.572 -3.586 -2.191
C: -7.023 -3.253 -2.452
O: -7.200 -2.020 -1.758
C: -6.012 -1.580 -1.134
H: -4.109 -2.752 -0.905
H: -5.569 -3.492 -0.135
H: -5.382 -4.630 -1.941
H: -4.948 -3.365 -3.056
H: -7.506 -4.042 -1.876
H: -7.208 -3.110 -3.517
H: -6.118 -1.338 -0.076
H: -5.507 -0.818 -1.728
C: 0.416 -4.566 -2.975
C: -0.383 -4.722 -4.268
C: -1.348 -3.565 -4.261
O: -0.707 -2.510 -3.512
C: 0.292 -3.079 -2.582
H: 1.413 -5.002 -2.913
H: -0.145 -5.141 -2.238
H: -0.882 -5.688 -4.352
H: 0.263 -4.779 -5.144
H: -2.230 -3.837 -3.681
H: -1.674 -3.223 -5.243
H: 0.094 -2.999 -1.513
H: 1.244 -2.594 -2.799
C: 5.522 -1.551 2.007
C: 6.226 -0.313 2.600
C: 5.383 0.947 2.423
O: 5.437 1.476 3.723
C: 5.699 0.569 4.609
O: 5.498 0.679 5.785
O: 6.102 -0.541 4.020
H: 4.477 -1.441 2.295
H: 5.871 -2.519 2.367
H: 5.771 -1.582 0.946
H: 7.262 -0.098 2.340
H: 4.398 0.820 1.974
H: 5.957 1.459 1.651
C: -1.322 1.941 0.724
C: -1.016 0.464 1.102
C: -1.103 -0.517 -0.055
O: 0.201 -1.081 0.075
C: 1.047 -0.232 0.664
O: 2.221 -0.231 0.784
O: 0.303 0.555 1.457
H: -2.386 2.060 0.521
H: -0.671 2.381 -0.031
H: -1.013 2.563 1.564
H: -1.482 0.190 2.048
H: -1.205 -0.048 -1.034
H: -1.857 -1.223 0.292

---

Number 3 is which compound?
C28H52O11

---

Which value of strongest force on any atom does entry 2 give?
0.0105 hartree/bohr